Record 1
Density functional theory data (ωB97M-V/def2-TZVPD) for a molecular structure, C22H30InO2Si in a non-equilibrium geometry.

HOMO-LUMO gap: 0.1773 hartree
net charge: +1
ΔE to the lowest compared entry with this formula, charge and spin: 4.361 eV
E_tot: -40431.6696 eV

Geometry as XYZ:
```
56
Properties=species:S:1:pos:R:3:forces:R:3:lowdin_charge:R:1
C -1.74861 -1.71703 -0.60545 0.887 -1.220 0.663 -0.386
H 1.63133 -0.12249 3.68145 0.443 -0.478 -0.090 0.075
C -3.39261 0.91307 1.42274 -0.188 0.439 -0.589 -0.116
C -1.50931 -0.11509 -3.82648 0.489 -1.834 -3.837 -0.041
C -0.91416 -3.96954 -1.09903 -0.207 0.122 0.042 -0.069
C 1.94804 -1.72411 2.14972 -0.837 -0.519 -1.458 -0.217
H 2.87370 3.74647 2.51958 -0.103 0.036 0.086 0.108
H 0.89786 -2.03471 1.89217 1.176 0.218 0.525 0.078
C 3.73655 -0.67698 3.10913 0.086 0.559 0.181 -0.195
H -5.41656 3.03646 -1.14856 0.296 -0.343 0.442 0.111
H 4.40158 2.10879 -0.43504 -0.117 -0.134 -0.181 0.148
H 3.16857 -3.11876 0.86292 0.057 0.730 0.772 0.091
C -4.52016 1.61312 1.83618 -0.355 0.223 -0.090 -0.071
H 3.57583 2.14704 2.17313 -0.531 -0.110 -0.165 0.109
H -2.11500 0.80490 -3.85344 -0.233 -0.258 -0.251 0.120
C 2.57421 3.23449 -0.10485 -0.226 0.345 0.562 -0.112
C 2.33323 -0.72180 3.08019 -0.576 1.050 -0.008 -0.222
H 4.33249 -0.02162 3.73841 -0.069 -0.162 -0.054 0.082
O 1.84432 2.73649 1.07553 0.645 0.794 -0.928 -0.354
C -3.70157 1.74079 -0.84823 -0.042 -0.028 0.678 -0.108
H 2.73872 -1.12759 -0.89381 0.342 0.532 0.089 0.087
H -1.87137 -1.04271 -3.32218 -0.060 0.502 -0.241 0.116
C -5.25353 2.38613 0.92106 0.334 -0.297 -0.289 -0.066
C -0.67601 -2.62813 -0.77609 -0.184 -0.141 -0.397 -0.123
H 5.28880 -1.85686 2.00186 -0.559 0.143 0.267 0.090
H -1.32056 0.27874 -2.83411 1.075 1.480 5.386 -0.002
C 3.13550 -2.29543 1.61277 -0.459 -0.130 -0.332 -0.198
O 2.73235 0.88664 -0.44531 -0.437 0.728 -0.381 -0.326
H -6.14676 2.93435 1.24394 0.453 -0.251 -0.132 0.113
H 0.35765 -2.26147 -0.68355 -0.415 -0.279 0.021 0.084
H 2.03207 2.26309 3.07737 0.153 0.048 -0.269 0.096
H -0.37774 0.04248 -3.79159 -1.054 -0.216 -0.222 0.150
H 4.34305 -0.38209 -0.58528 -0.366 -0.086 -0.108 0.113
H -2.80179 0.33268 2.12251 -0.192 0.011 0.125 0.099
Si -1.39152 0.07814 -0.34737 -1.131 0.647 -2.767 0.583
H -2.42536 -5.48692 -1.48084 0.077 0.604 0.136 0.113
H -1.53550 -0.42550 -4.89879 -0.103 0.122 0.082 0.148
C -2.96195 0.97738 0.08047 -0.181 0.449 0.582 -0.411
H -0.07241 -4.66242 -1.24266 -0.456 0.388 0.101 0.114
C 4.23387 -1.63234 2.21472 0.070 -0.548 -0.612 -0.170
H -3.89607 -1.53737 -0.52943 0.112 -0.179 0.008 0.103
H 3.49928 -0.05661 -2.13817 -0.138 0.048 0.177 0.101
C -3.05892 -2.21555 -0.69380 -0.023 0.153 -0.152 -0.096
H 1.79944 3.62787 -0.77593 0.173 0.041 0.292 0.137
In 0.61924 1.11541 0.53163 0.853 -2.122 1.305 0.972
H -3.35737 1.79909 -1.88846 -0.252 0.069 0.417 0.082
C -2.23970 -4.43192 -1.23098 0.357 0.014 0.109 -0.074
C -4.84592 2.43769 -0.42162 0.050 -0.010 -0.162 -0.077
C 3.36486 2.12560 -0.79078 -0.060 -0.283 0.422 -0.154
H -4.33646 -3.91631 -1.09679 0.438 0.177 0.054 0.113
H -4.84015 1.56839 2.87605 0.078 0.004 -0.214 0.110
H 3.24802 4.04022 0.23897 -0.475 -0.260 -0.290 0.151
C 3.36250 -0.23328 -1.06214 0.412 -0.874 -0.159 -0.048
C -3.30506 -3.55576 -1.01563 0.153 0.001 -0.075 -0.076
C 2.63653 2.70962 2.28406 0.594 0.177 0.630 -0.029
H 3.32254 2.28523 -1.88017 0.221 -0.094 0.298 0.145
```
Forces are in eV/Å.

***

Record 2
Density functional theory data (ωB97M-V/def2-TZVPD) for 2 unconnected molecules or ions with the total composition C4H12N2 in a non-equilibrium geometry.

HOMO-LUMO gap: 0.3462 hartree
SMILES: C=NC.CNC
ΔE to the lowest compared entry with this formula, charge and spin: 2.053 eV
E_tot: -7320.9759 eV

Geometry as XYZ:
```
18
Properties=species:S:1:pos:R:3:forces:R:3:lowdin_charge:R:1
H 0.85892 1.06060 0.50169 0.128 0.174 0.169 0.049
N -0.85100 -1.25568 1.20570 0.120 0.054 -0.088 -0.201
H -2.76254 -1.07477 1.85562 -0.055 0.105 0.203 0.072
C 1.48434 1.38631 -0.32762 -0.866 -0.507 -0.415 -0.148
H 1.00130 2.22424 -0.83537 -0.020 0.202 -0.015 0.072
H 2.32902 -0.14688 -3.11925 0.009 -1.151 -0.592 0.050
H -0.47302 -1.67495 -0.67314 0.134 0.725 -1.029 0.077
H -1.85850 0.39071 2.16408 0.194 0.143 0.109 0.068
N 1.68750 0.25009 -1.22491 1.269 0.120 0.077 -0.086
H -0.90886 0.14479 -0.45337 0.415 0.069 -0.283 0.050
C 1.88001 0.52615 -2.43844 -0.743 1.115 0.459 -0.076
C -1.77661 -0.70383 2.16201 -0.462 -0.065 -0.489 -0.165
H 2.46019 1.70136 0.02699 0.060 -0.024 0.191 0.079
H 0.13023 -1.24795 1.43874 -0.092 0.266 0.261 0.088
H -1.61301 -1.06421 3.17445 0.256 0.005 0.015 0.071
H -2.12503 -1.11898 -0.38947 0.046 0.008 -0.253 0.074
C -1.06921 -0.89954 -0.20023 -0.700 -1.366 1.520 -0.152
H 1.60628 1.50253 -2.86747 0.306 0.126 0.159 0.075
```
Forces are in eV/Å.

***

Record 3
Density functional theory data (ωB97M-V/def2-TZVPD) for a single CH2IPS molecule in a non-equilibrium geometry.

HOMO-LUMO gap: 0.2896 hartree
SMILES: C=PSI
ΔE to the lowest compared entry with this formula, charge and spin: 0.197 eV
E_tot: -29292.9101 eV

Geometry as XYZ:
```
6
Properties=species:S:1:pos:R:3:forces:R:3:lowdin_charge:R:1
P -0.88421 -1.21773 0.54439 2.455 0.328 -0.363 0.662
I 2.30154 0.44226 -1.01780 -0.033 -0.073 0.040 0.359
S 1.54742 -1.40117 0.24993 -1.802 -0.370 0.297 -0.311
H -1.91421 0.90972 0.19007 0.188 -0.068 -0.020 -0.004
H -0.08636 0.89084 -0.13898 0.312 0.712 -0.166 -0.166
C -0.96418 0.37607 0.17239 -1.120 -0.528 0.213 -0.539
```
Forces are in eV/Å.

***

Q: Which value of E_tot does entry 3 give?
A: -29292.9101 eV